Run one
Molecular formula: C3H5N3O
Method: DFT, ωB97M-V/def2-TZVPD

As for the SMILES: CC1=NN=CNO1. The calculation puts the HOMO energy at -8.27 eV. As for the HOMO-LUMO gap: 8.81 eV.

```
! wB97M-V def2-TZVPD RIJCOSX def2/J DEFGRID3
* xyz 0 1
C -0.351 -1.045 1.752
C -0.382 -0.369 0.462
C 0.019 1.164 -1.916
H 0.264 -0.241 2.308
H -1.256 -1.007 2.508
H 0.162 -1.984 2.023
H 0.107 1.638 -2.791
H 2.059 0.372 -1.520
N -1.315 0.403 0.037
N -1.145 1.140 -1.212
N 0.890 0.228 -1.500
O 0.948 -0.300 -0.151
*
```

***

Run two
Molecular formula: C3H5N3O
Method: DFT, ωB97M-V/def2-TZVPD

As for the SMILES: Nc1ccnn1O. The calculation puts the HOMO energy at -7.70 eV. As for the HOMO-LUMO gap: 8.35 eV.

```
! wB97M-V def2-TZVPD RIJCOSX def2/J DEFGRID3
* xyz 0 1
C -0.298 -0.398 -0.568
C 0.301 -1.574 0.049
C 1.095 -1.100 1.024
H -1.334 0.852 -1.804
H -1.575 -0.806 -1.995
H 0.463 -2.686 -0.294
H 1.674 -1.497 1.822
H -0.433 2.537 0.604
N -0.994 -0.095 -1.705
N 0.700 0.256 1.315
N -0.155 0.592 0.405
O -0.280 1.845 -0.184
*
```

***

Computed energies relative to the best structure, in kcal/mol: run one 43.8; run two 0.0

***

Run one
Molecular formula: C3H5N3O
Method: DFT, ωB97M-V/def2-TZVPD

As for the SMILES: NC(=O)CC1N=N1. The calculation puts the HOMO energy at -10.09 eV. As for the HOMO-LUMO gap: 10.45 eV.

```
! wB97M-V def2-TZVPD RIJCOSX def2/J DEFGRID3
* xyz 0 1
C 1.122 0.342 -0.647
C -0.949 0.018 1.044
C -0.304 0.768 -0.352
N -2.314 0.311 1.430
N -2.150 -0.781 0.901
N 1.277 -0.985 -0.564
O 1.967 1.195 -0.935
H -0.189 -0.222 1.802
H -0.180 1.942 -0.165
H -1.046 0.562 -1.111
H 0.552 -1.634 -0.824
H 2.214 -1.516 -0.579
*
```

***

Run two
Molecular formula: C3H5N3O
Method: DFT, ωB97M-V/def2-TZVPD

As for the SMILES: Nc1ncoc1N. The calculation puts the HOMO energy at -8.06 eV. As for the HOMO-LUMO gap: 8.67 eV.

```
! wB97M-V def2-TZVPD RIJCOSX def2/J DEFGRID3
* xyz 0 1
C -0.626 -0.178 0.008
C 0.189 1.789 0.062
C 0.764 -0.229 0.180
H -2.380 -0.414 -0.641
H -2.202 -0.631 0.950
H 0.372 2.826 0.201
H 2.589 -0.821 -0.423
H 1.232 -2.135 -0.575
N -1.777 -1.078 0.107
N -0.952 1.145 -0.091
N 1.652 -1.296 0.124
O 1.137 1.021 0.099
*
```

***

Computed energies relative to the best structure, in kcal/mol: run one 0.0; run two 8.7